Below is C9H12N2O2 in the gas phase in a non-equilibrium geometry, with properties calculated with ωB97M-V with the def2-TZVPD basis set.

```
! RIJCOSX wB97M-V def2-TZVPD def2/J DEFGRID3
* xyz 0 1
C -0.631 -4.403 1.027
O -0.797 -3.400 0.029
C -0.307 -2.146 0.164
C -0.427 -1.359 -1.020
C -0.019 -0.040 -1.004
C 0.604 0.538 0.163
N 1.198 1.819 0.217
C 0.531 2.695 -0.410
C 1.164 3.829 -1.195
N -0.884 2.680 -0.585
O -1.669 2.255 0.521
C 0.773 -0.300 1.277
C 0.345 -1.640 1.285
H 0.427 -4.504 1.178
H -1.032 -5.338 0.650
H -1.106 -4.164 1.991
H -0.829 -1.897 -1.892
H 0.084 0.549 -1.919
H 2.191 3.830 -0.957
H 1.024 3.546 -2.289
H 0.525 4.688 -0.972
H -1.280 3.611 -0.751
H -1.807 1.308 0.308
H 1.381 0.141 2.039
H 0.542 -2.298 2.146
*
```

**Lowest unoccupied orbital energy**: 0.9 eV
**HOMO level**: -7.484 eV